DFT (ωB97M-V with the def2-TZVPD basis set) results for C4H7NO as an isolated structure.

## Properties
Lowest unoccupied orbital energy ... 0.8 eV
Kohn-Sham gap ... 10.36 eV
HOMO level ... -9.5 eV
Energy above the lowest of the compared OMol25 structures with the same formula, charge and spin ... 410.39 kJ/mol

XYZ file:
```
13
C4H7NO ωB97M-V with the def2-TZVPD basis set
C -1.63496 -0.11715 -0.12946
N -0.26754 -0.02168 0.29784
C 0.60397 1.06189 0.00768
C 1.71073 0.12304 0.51230
O 2.79323 0.19368 1.00805
C 0.75673 -0.95276 -0.03049
H -1.72002 -0.10741 -1.22492
H -2.06150 -1.04692 0.26272
H -2.19558 0.72708 0.28691
H 0.95434 0.77431 -1.26522
H 0.32306 2.06867 0.35762
H 0.63156 -1.99741 0.29853
H 1.05055 -0.57883 -1.27470
```

These are the Mulliken partial charges, in e, on atoms 1 to 5: atom 1 (C): -0.817, atom 2 (N): -0.020, atom 3 (C): -0.532, atom 4 (C): 0.557, atom 5 (O): -0.522

DFT (ωB97M-V with the def2-TZVPD basis set) results for C19H16N3S2Tl as an isolated structure.

## Properties
Lowest unoccupied orbital energy ... -0.1 eV
Kohn-Sham gap ... 6.88 eV
HOMO level ... -7.0 eV
Energy above the lowest of the compared OMol25 structures with the same formula, charge and spin ... 0.00 kJ/mol

XYZ file:
```
41
C19H16N3S2Tl ωB97M-V with the def2-TZVPD basis set
Tl -0.18640 0.08650 0.72050
S 0.22590 -3.72650 -2.45510
C -1.41960 -3.79260 -1.88900
C -2.38980 -4.75770 -2.09930
C -3.62850 -4.57460 -1.51360
C -3.90090 -3.44480 -0.74330
C -2.93770 -2.48350 -0.52350
C -1.68060 -2.65620 -1.09760
N -0.62660 -1.80410 -0.96140
C 0.44140 -2.20190 -1.58940
C 1.68490 -1.47560 -1.59250
C 2.77240 -1.98880 -2.30810
C 3.97060 -1.31080 -2.32310
C 4.07360 -0.10720 -1.63920
C 2.99320 0.38100 -0.92560
C 1.75350 -0.26700 -0.84460
H -2.18420 -5.63290 -2.69530
H -4.39560 -5.31990 -1.66440
H -4.88110 -3.32770 -0.30560
H -3.12440 -1.60700 0.08170
H 2.66930 -2.92680 -2.84070
H 4.82340 -1.71890 -2.84670
H 5.01170 0.43340 -1.64410
H 3.12360 1.31250 -0.38680
C 1.15280 1.65690 -5.30250
C 1.22150 2.21990 -3.92580
C 2.22640 3.02560 -3.46090
C 2.12180 3.52440 -2.13820
N 1.10290 3.23620 -1.36790
C 0.13020 2.44080 -1.80550
S -1.28830 2.16290 -0.96650
N 0.20040 1.94060 -3.09240
C 3.16200 4.43210 -1.57940
H 2.00140 1.98170 -5.89820
H 0.23230 1.98440 -5.78710
H 1.14300 0.56770 -5.26330
H 3.06180 3.28870 -4.08800
H -0.56780 1.34870 -3.38620
H 3.93810 4.64640 -2.30860
H 3.60950 3.98060 -0.69610
H 2.69120 5.35850 -1.25760
```

These are the Mulliken partial charges, in e, on atoms 1 to 5: atom 1 (Tl): 0.499, atom 2 (S): -0.361, atom 3 (C): 0.961, atom 4 (C): -0.628, atom 5 (C): -0.444

DFT (ωB97M-V with the def2-TZVPD basis set) results for C2H4Br2 as an isolated structure.

## Properties
Lowest unoccupied orbital energy ... 0.3 eV
Kohn-Sham gap ... 9.96 eV
HOMO level ... -9.6 eV
Energy above the lowest of the compared OMol25 structures with the same formula, charge and spin ... 64.11 kJ/mol

XYZ file:
```
8
C2H4Br2 ωB97M-V with the def2-TZVPD basis set
Br 1.11534 1.83707 0.30849
C -0.37722 0.48626 0.47106
C 0.00813 -0.66387 -0.48782
Br 1.97035 -1.14261 -0.38987
H -1.32054 0.99147 0.26373
H -0.42221 0.19582 1.52070
H -0.27752 -0.24885 -1.45439
H -0.69633 -1.45529 -0.23190
```

These are the Mulliken partial charges, in e, on atoms 1 to 5: atom 1 (Br): -0.149, atom 2 (C): -0.603, atom 3 (C): -0.550, atom 4 (Br): -0.127, atom 5 (H): 0.368

DFT (ωB97M-V with the def2-TZVPD basis set) results for C16H18BF6N9O4S4V as an isolated structure.

## Properties
Expectation value of S² ... 0.882
Lowest unoccupied orbital energy (alpha / beta) ... -8.3 / -7.0 eV
Kohn-Sham gap (alpha / beta) ... 5.70 / 7.07 eV
HOMO level (alpha / beta) ... -14.0 / -14.1 eV
Charge ... +2
Multiplicity ... 2

XYZ file:
```
59
C16H18BF6N9O4S4V ωB97M-V with the def2-TZVPD basis set
V -0.57481 -0.11388 -0.62205
C 3.63074 -2.02474 -2.55666
N 3.62800 -1.40233 -1.22691
C 4.58701 -1.57923 -0.26255
C 4.24330 -0.77762 0.78028
N 3.08470 -0.12227 0.45200
B 2.40943 0.99799 1.32926
N 1.64734 0.30412 2.52323
C 1.69725 0.75970 3.82047
C 0.83168 0.02777 4.55734
N 0.24198 -0.86931 3.69946
C -0.79649 -1.82142 4.10046
C 0.75555 -0.69122 2.46585
S 0.31473 -1.64854 1.07922
C 2.73032 -0.51105 -0.76616
S 1.36166 -0.01051 -1.70878
H 4.41224 -2.77715 -2.58053
H 3.83129 -1.27733 -3.32044
H 2.67188 -2.49627 -2.75170
H 5.42737 -2.23978 -0.39829
H 4.74286 -0.60709 1.71998
H 3.27446 1.69475 1.78860
H 1.63427 1.59966 0.63758
H 2.34194 1.57284 4.10860
H 0.58648 0.07067 5.60609
H -1.66659 -1.27440 4.45610
H -0.41971 -2.46227 4.89385
H -1.07252 -2.42992 3.24737
F -4.26499 1.61324 1.61873
C -3.25673 1.19317 0.92067
F -3.37514 1.55112 -0.36432
F -3.17555 -0.15097 0.95653
S -1.65339 1.85246 1.55535
O -0.69175 0.90796 0.83722
O -1.66710 1.66431 2.95702
N -1.49720 3.26769 1.03288
S -0.94074 3.60963 -0.45492
O -0.40688 2.42258 -1.11729
O -1.87404 4.42070 -1.15144
C 0.57342 4.64399 -0.05183
F 1.50559 4.32760 -0.93292
F 0.24656 5.90972 -0.16064
F 0.99344 4.37206 1.16926
N -2.75104 -3.14276 -2.37294
C -2.05070 -4.04338 -1.59223
C -1.11968 -3.32194 -0.92637
N -1.23989 -1.98799 -1.29027
C -2.23893 -1.93207 -2.16725
C -2.43041 -0.65517 -2.81325
N -1.54480 0.27587 -2.48583
C -1.81382 1.37343 -3.28325
C -2.86204 1.07473 -4.09142
N -3.23653 -0.21600 -3.77927
H -3.51428 -3.37869 -2.98829
H -2.27684 -5.09693 -1.58333
H -0.37398 -3.67567 -0.23779
H -1.24966 2.28569 -3.22733
H -3.35861 1.65430 -4.85159
H -4.01066 -0.70986 -4.19554
```

These are the Mulliken partial charges, in e, on atoms 1 to 5: atom 1 (V): 0.641, atom 2 (C): -0.824, atom 3 (N): 0.209, atom 4 (C): -0.484, atom 5 (C): -0.549

What did we get for electronic energy? Answer: -286.475336; -1866.766377; -5226.610258; -4574.658272 Eh, in the order shown.